C22H51LuN4OP2 as an isolated structure in a non-equilibrium geometry, computed with the ωB97M-V functional and the def2-TZVPD basis.

Positions of all 81 atoms, in Å:
Lu1 0.50632 -0.14333 0.98695
P1 -0.18731 -2.27990 -1.33002
P2 0.12535 2.49405 0.88833
N1 1.32334 0.48725 -1.13837
C1 1.40188 -1.85973 -2.09593
H1 2.12842 -2.55224 -1.64575
H2 1.29417 -2.16844 -3.14593
C2 2.01845 -0.46232 -2.05929
H3 3.06528 -0.53211 -1.72231
H4 2.03428 -0.02578 -3.07218
C3 2.03910 1.79726 -1.16580
H5 1.71250 2.35773 -2.06773
H6 3.11656 1.58201 -1.28337
C4 1.80064 2.59950 0.12773
H7 1.98217 3.66166 -0.08652
H8 2.54731 2.28752 0.87725
C5 0.42784 3.29515 2.53449
C6 1.06159 2.27538 3.50266
H9 1.96306 1.77999 3.09954
H10 0.32319 1.50833 3.79534
H11 1.36653 2.79269 4.42618
C7 -0.84072 3.62187 -0.16194
C8 -2.34169 3.45902 0.10242
H12 -2.90594 4.03234 -0.64453
H13 -2.63574 3.82230 1.09587
H14 -2.65223 2.40940 0.01744
C9 -1.39705 -2.60139 -2.62484
C10 -2.60754 -3.24415 -1.94238
H15 -3.39848 -3.34455 -2.69401
H16 -3.00046 -2.62295 -1.12852
H17 -2.39811 -4.24465 -1.54007
C11 0.23202 -3.76629 -0.33946
C12 -0.83418 -4.12151 0.70108
H18 -0.34186 -4.52024 1.59829
H19 -1.49646 -4.91197 0.32464
H20 -1.45249 -3.26944 1.01195
C13 -1.06002 -0.85420 -0.65503
C14 -0.34145 5.06765 -0.07276
H21 0.59895 5.18702 0.48251
H22 -0.15740 5.45210 -1.08640
H23 -1.09081 5.72558 0.38517
C15 -0.83593 -3.37563 -3.81401
H24 -1.67950 -3.83552 -4.33886
H25 -0.33330 -2.68378 -4.49998
H26 -0.12164 -4.15980 -3.53698
C16 0.60885 -4.97402 -1.21626
H27 0.95103 -5.79249 -0.56810
H28 -0.24971 -5.35980 -1.78211
H29 1.43394 -4.77196 -1.91260
C17 -0.86258 3.88074 3.12971
H30 -1.67517 3.13743 3.13956
H31 -0.66963 4.18279 4.16850
H32 -1.20363 4.77228 2.58507
H33 1.14682 4.10725 2.32277
H34 1.14889 -3.47301 0.20160
H35 -0.64175 3.25988 -1.18260
H36 -1.71901 -1.62777 -3.03622
O1 -1.44590 -0.67309 0.60544
H37 0.41855 0.65574 -1.63161
H38 -1.46508 -0.15539 -1.41676
C18 4.37882 -2.26693 2.54767
N2 3.30651 -2.31777 3.53689
C19 3.55697 -3.09012 4.74251
C20 2.08023 -1.91423 3.16888
N3 1.84149 -1.64091 1.86116
N4 1.09658 -1.73610 4.08224
C21 1.36323 -1.46084 5.48234
C22 -0.28780 -1.51542 3.65331
H39 5.32634 -2.42121 3.06445
H40 4.39804 -1.28269 2.06930
H41 4.26360 -3.03202 1.76561
H42 3.76624 -2.44328 5.60114
H43 2.70502 -3.73534 4.97468
H44 4.42769 -3.72460 4.57982
H45 2.61563 -1.94137 1.26133
H46 0.50032 -0.91281 5.87591
H47 1.44972 -2.39355 6.05594
H48 2.25877 -0.83765 5.61167
H49 -0.48790 -0.43940 3.41441
H50 -0.54018 -2.17471 2.79965
H51 -0.95215 -1.77089 4.49523

Orbital gap = 0.236 Eh
E_HOMO = -0.4225 Eh
Net charge = +2
Energy above the lowest of the compared OMol25 structures with the same formula, charge and spin = 32.8 kcal/mol
E_LUMO = -0.1866 hartree

Here are the Löwdin charges for atoms 1 to 5, given in e: 1.41, 0.98, 0.95, -0.24, -0.24

---

A 6-piece molecular cluster, C5H23N2O6 overall in a non-equilibrium geometry, computed with the ωB97M-V functional and the def2-TZVPD basis.

Positions of all 36 atoms, in Å:
N1 0.25942 -0.77344 0.70947
C1 -1.15279 -1.14550 0.49880
C2 -1.69196 -0.04867 -0.40706
N2 -1.28869 1.25768 0.09141
C3 -2.15202 1.76106 1.15005
C4 -0.99168 2.19327 -0.99561
C5 0.40661 1.87834 -1.51685
O1 1.22772 1.03773 -1.21733
H1 0.78483 -1.63032 0.74948
H2 0.37663 -0.09297 1.45828
H3 0.67457 -0.21096 -0.05968
H4 -1.39586 -2.13900 0.13465
H5 -1.65421 -1.14759 1.47198
H6 -1.13306 -0.17204 -1.33071
H7 -2.60466 -0.24908 -0.97258
H8 -2.62382 0.92792 1.67350
H9 -3.02326 2.32972 0.79881
H10 -1.63274 2.36195 1.88394
H11 -0.98008 3.17147 -0.54229
H12 -1.60264 2.10863 -1.89919
H13 0.74250 2.57216 -2.31128
H14 -0.36322 0.06798 -4.57489
H15 -1.16966 1.13221 -3.86635
O2 -0.85649 0.22698 -3.76141
H16 2.16085 -2.81549 2.41356
H17 0.65922 -3.26550 2.88131
O3 1.22324 -2.61478 2.46577
H18 0.84289 -3.48003 -1.95398
H19 -0.50904 -3.76246 -2.20701
O4 -0.00460 -3.11188 -1.68951
H20 2.32391 1.68315 0.68967
H21 2.19123 2.44806 1.86969
O5 2.20449 1.50753 1.64302
H22 3.18384 -1.05595 2.80344
H23 3.86288 -0.00361 1.91322
O6 3.70569 -0.94657 2.00570

Orbital gap = 0.373 Eh
E_HOMO = -0.4598 Eh
Net charge = +1
Energy above the lowest of the compared OMol25 structures with the same formula, charge and spin = 79.4 kcal/mol
E_LUMO = -0.0867 hartree

Here are the natural (NBO) charges for atoms 1 to 5, given in e: -0.71, -0.24, -0.28, -0.47, -0.42

---

A 2-piece molecular cluster, C3H10NOS2 overall, computed with the ωB97M-V functional and the def2-TZVPD basis.

Positions of all 17 atoms, in Å:
C1 -0.56669 -1.33469 1.30836
C2 1.63054 -0.50498 0.41370
C3 -1.28299 1.55011 -2.23337
N1 0.34682 -0.18531 1.15516
O1 2.46025 -1.26396 1.18651
S1 -2.09168 2.49700 -3.39537
S2 -1.04857 1.93922 -0.65613
H1 -0.90071 -1.66566 0.32581
H2 -0.06862 -2.15901 1.81721
H3 -1.43675 -1.03350 1.88567
H4 2.12641 0.45256 0.22468
H5 1.34582 -0.97136 -0.53749
H6 -0.91981 0.61290 -2.63465
H7 0.60742 0.17471 2.07980
H8 2.35501 -2.21410 1.04806
H9 -2.40395 3.52579 -2.59258
H10 -0.15250 0.58028 0.60461

Orbital gap = 0.328 Eh
E_HOMO = -0.4802 Eh
Net charge = +1
Energy above the lowest of the compared OMol25 structures with the same formula, charge and spin = 14.3 kcal/mol
E_LUMO = -0.1520 hartree

Here are the natural (NBO) charges for atoms 1 to 5, given in e: -0.43, 0.10, -0.45, -0.57, -0.68

---

A 2-piece molecular cluster, C7H14N2S overall in a non-equilibrium geometry, computed with the ωB97M-V functional and the def2-TZVPD basis.

Positions of all 24 atoms, in Å:
C1 -1.37607 1.42745 0.49348
C2 -2.27321 0.88255 -0.61028
C3 -1.44249 0.42740 -1.79274
C4 -1.30404 0.82287 -3.09563
N1 -0.14530 0.18795 -3.56894
C5 0.36969 -0.52235 -2.57552
N2 -0.33821 -0.32357 -1.46657
H1 -0.90638 2.37090 0.16847
H2 -0.45436 0.84370 0.57630
H3 -1.79883 1.53903 1.48342
H4 -2.58697 -0.09776 -0.20760
H5 -3.05604 1.56764 -0.89728
H6 -1.82090 1.53345 -3.71043
H7 0.00268 0.28390 -4.55879
H8 1.18481 -1.22306 -2.49830
C6 1.00330 -1.04632 3.03294
C7 2.13275 -0.58008 2.09861
S1 3.32625 -1.75051 1.50378
H9 0.06883 -0.81518 2.50827
H10 0.93971 -0.48820 3.96037
H11 1.05239 -2.09505 3.31696
H12 1.78051 0.14481 1.36295
H13 2.78356 -0.08194 2.84699
H14 2.85833 -3.00761 1.62953

Orbital gap = 0.351 Eh
SMILES = CCc1c[nH]cn1.CCS
E_HOMO = -0.3181 Eh
Energy above the lowest of the compared OMol25 structures with the same formula, charge and spin = 36.9 kcal/mol
E_LUMO = 0.0325 hartree

Here are the natural (NBO) charges for atoms 1 to 5, given in e: -0.61, -0.43, 0.11, -0.14, -0.52

---

An isolated molecule of C5H11NO2, computed with the ωB97M-V functional and the def2-TZVPD basis.

Positions of all 19 atoms, in Å:
C1 -0.66048 1.59129 0.47046
C2 -0.10573 0.35692 -0.18904
C3 -0.17387 0.15849 -1.51361
N1 0.30582 -0.98736 -2.15661
O1 -0.76963 1.00311 -2.41304
C4 0.48317 -0.75608 0.66074
C5 0.57418 -0.44114 2.14881
O2 -0.28635 -1.94468 0.54905
H1 -1.62947 1.39652 0.93605
H2 0.01834 1.94050 1.24772
H3 -0.77590 2.40352 -0.24279
H4 1.21747 -1.28669 -1.83865
H5 0.27939 -0.86684 -3.16104
H6 -1.30681 1.64877 -1.94636
H7 1.51002 -0.97326 0.29770
H8 0.93013 -1.32992 2.66093
H9 1.26726 0.37436 2.33399
H10 -0.40607 -0.19276 2.54146
H11 -0.47148 -2.09475 -0.38577

Orbital gap = 0.319 Eh
SMILES = C/C(=C(/N)O)[C@@H](C)O
E_HOMO = -0.2940 Eh
Energy above the lowest of the compared OMol25 structures with the same formula, charge and spin = 27.0 kcal/mol
E_LUMO = 0.0248 hartree

Here are the natural (NBO) charges for atoms 1 to 5, given in e: -0.63, -0.22, 0.49, -0.86, -0.69

---

C4H3O4Y as an isolated structure in a non-equilibrium geometry, computed with the ωB97M-V functional and the def2-TZVPD basis.

Positions of all 12 atoms, in Å:
C1 -1.08457 0.20920 2.09104
C2 -0.97418 -0.85734 -0.83280
O1 -0.99308 -0.91937 2.44520
O2 -1.53111 0.73485 0.98008
C3 -0.90812 0.44395 -0.25622
H1 -1.24697 -0.92537 -1.88708
H2 -1.24665 -1.71707 -0.21883
H3 -1.08854 1.30031 -0.91164
O3 2.23487 0.89258 -0.10233
Y1 4.45671 1.44601 0.11840
C4 1.29639 0.23153 -0.43981
O4 1.08525 -0.83927 -0.98600

Orbital gap (spin up / spin down) = 0.180 / 0.247 Eh
E_HOMO (spin up / spin down) = -0.7224 / -0.7881 Eh
Net charge = +3
Multiplicity = 2
Energy above the lowest of the compared OMol25 structures with the same formula, charge and spin = 13.2 kcal/mol
E_LUMO (spin up / spin down) = -0.5421 / -0.5413 hartree

Here are the natural (NBO) charges for atoms 1 to 5, given in e: 1.08, 0.06, -0.21, -0.37, -0.19

---

C8H10AsCl2O6OsS as an isolated structure, computed with the ωB97M-V functional and the def2-TZVPD basis.

Positions of all 29 atoms, in Å:
Os1 -0.95277 -0.52165 -1.57542
Cl1 -2.92512 -2.68082 -1.66808
C1 -4.24084 -1.50698 -1.75197
Cl2 -3.57975 0.15124 -1.64853
H1 -4.88949 -1.65071 -0.89765
H2 -4.75812 -1.61612 -2.69652
O1 -1.58946 0.92741 2.36899
As1 -0.63307 0.52417 0.99133
O2 -1.21858 1.30007 -0.41372
O3 -0.94116 -1.06651 0.43566
C2 1.12628 0.77792 1.61180
C3 1.37031 1.77701 2.55218
C4 2.64261 1.92014 3.07918
C5 3.65663 1.06000 2.68503
C6 3.41632 0.05932 1.75369
C7 2.15569 -0.07517 1.21232
S1 1.88984 -0.79182 -1.29183
O4 1.95153 -1.12554 0.30956
O5 1.20430 0.53712 -1.33128
O6 0.70142 -1.71400 -1.70792
H3 -2.46947 0.52286 2.33991
H4 0.57026 2.42866 2.87599
H5 2.83880 2.69567 3.80596
H6 4.64731 1.16389 3.10677
H7 4.19630 -0.62290 1.44422
C8 -1.05120 -0.61208 -3.62861
H8 -2.05181 -0.42125 -4.01279
H9 -0.70047 -1.59537 -3.94155
H10 -0.36632 0.15542 -4.00673

Orbital gap (spin up / spin down) = 0.312 / 0.268 Eh
E_HOMO (spin up / spin down) = -0.4735 / -0.4734 Eh
Net charge = +1
Multiplicity = 5
E_LUMO (spin up / spin down) = -0.1615 / -0.2049 hartree

Here are the natural (NBO) charges for atoms 1 to 5, given in e: 1.73, 0.08, -0.39, 0.10, 0.25

---

C19H28BiF5O3Te as an isolated structure in a non-equilibrium geometry, computed with the ωB97M-V functional and the def2-TZVPD basis.

Positions of all 57 atoms, in Å:
O1 -0.49113 0.80963 -3.13261
C1 0.49120 0.27131 -4.05874
C2 -0.01566 1.02146 -5.26192
H1 0.40610 -0.79313 -4.21658
H2 1.48882 0.55316 -3.72380
C3 -1.11663 1.48802 -4.25820
H3 -0.38956 0.35501 -6.05011
H4 0.69054 1.78112 -5.61791
C4 -2.42683 0.79627 -4.56007
H5 -2.20618 -0.23137 -4.87606
H6 -2.95642 1.32228 -5.36693
H7 -3.05351 0.76976 -3.65892
C5 -1.28954 2.99173 -4.07758
H8 -0.33685 3.52232 -3.93980
H9 -1.91595 3.21543 -3.20014
H10 -1.79203 3.38929 -4.97565
Bi1 -0.47958 -0.57212 2.69416
C6 1.02350 1.28368 4.31267
C7 2.20859 0.59031 3.88540
C8 2.71109 1.25364 2.73979
H11 2.66179 -0.25999 4.38356
C9 1.84008 2.34385 2.43395
C10 0.80778 2.37118 3.40555
H12 0.02300 3.11949 3.48988
H13 0.47078 1.09039 5.23189
H14 3.64917 1.02928 2.23444
H15 1.99750 3.07329 1.64420
C11 -2.91488 -1.17801 3.44963
C12 -3.57959 0.01107 3.04408
C13 -3.54540 0.08998 1.62875
H16 -4.08418 0.70196 3.72063
C14 -2.87161 -1.04505 1.11879
C15 -2.47709 -1.87309 2.24020
H17 -2.11499 -2.89532 2.21346
H18 -2.88546 -1.58750 4.45762
H19 -4.04056 0.85577 1.03606
H20 -2.81194 -1.34400 0.07727
O2 0.79897 -1.00540 -2.06295
C16 0.67529 0.02636 -1.03312
C17 2.02068 0.73503 -1.10282
H21 0.54265 -0.45612 -0.04921
H22 -0.18524 0.65007 -1.25403
C18 2.95697 -0.48254 -1.11805
H23 2.23661 1.50663 -0.35759
H24 2.06742 1.21927 -2.08835
C19 2.10880 -1.56507 -1.84718
H25 3.25876 -0.76470 -0.07845
H26 3.81860 -0.23248 -1.74445
H27 1.98872 -2.51076 -1.28373
H28 2.53817 -1.87349 -2.81153
F1 -0.04238 -1.68485 4.69683
Te1 0.71387 -3.50411 3.99411
F2 1.44741 -5.14840 3.24014
F3 0.71781 -3.90507 5.90425
F4 2.44455 -2.63532 4.09912
F5 -1.12206 -4.10723 4.06663
O3 0.34002 -2.58291 2.36343

Orbital gap (spin up / spin down) = 0.138 / 0.138 Eh
E_HOMO (spin up / spin down) = -0.2765 / -0.2765 Eh
Energy above the lowest of the compared OMol25 structures with the same formula, charge and spin = 0.0 kcal/mol
E_LUMO (spin up / spin down) = -0.1383 / -0.1383 hartree

Here are the natural (NBO) charges for atoms 1 to 5, given in e: -0.57, -0.03, -0.47, 0.19, 0.17

---

Computed molecular weight (g mol⁻¹) in order:
624.59, 207.25, 140.25, 158.27, 117.15, 203.97, 570.29, 736.00